ORCA calculation (ωB97M-V with the def2-TZVPD basis set) on the molecule C6H10O5 in a non-equilibrium geometry.

Last columns: bonded neighbours and bond lengths (Å).
CARTESIAN COORDINATES (ANGSTROEM)
1 O -1.12130 -0.83265 -2.36629  C2 1.226
2 C -0.45847 -0.44577 -1.41057  O1 1.226, O3 1.365, C8 1.545
3 O 0.79639 0.09203 -1.43198  C2 1.365, C4 1.442
4 C 1.10150 0.75769 -0.18990  O3 1.442, C5 1.515, C7 1.491, H12 1.097
5 C 2.60746 0.79213 -0.02874  C4 1.515, O6 1.483, H13 1.098, H14 1.145
6 O 2.89107 1.54523 1.21639  C5 1.483, H15 1.036
7 C 0.21394 -0.01417 0.72674  C4 1.491, C8 1.581, H16 1.016, H17 1.078
8 C -1.15075 -0.16042 -0.05885  C2 1.545, C7 1.581, O9 1.460, C10 1.515
9 O -1.98609 1.02782 0.09199  C8 1.460, H18 0.953
10 C -2.04871 -1.24230 0.50503  C8 1.515, O11 1.449, H19 1.069, H20 1.140
11 O -3.01992 -1.73465 -0.45102  C10 1.449, H21 0.989
12 H 0.72879 1.78802 -0.24152  C4 1.097
13 H 3.15379 -0.15944 0.00321  C5 1.098
14 H 3.13448 1.33042 -0.89163  C5 1.145
15 H 3.86520 1.52048 1.56753  O6 1.036
16 H 0.47746 -0.96292 0.97666  C7 1.016
17 H 0.13187 0.58300 1.62063  C7 1.078
18 H -2.73455 1.11152 -0.49177  O9 0.953
19 H -2.56964 -0.89829 1.37255  C10 1.069
20 H -1.36544 -2.10268 0.81090  C10 1.140
21 H -2.64707 -1.99504 -1.32936  O11 0.989

Properties
Kohn-Sham gap in eV: 10.6
SMILES: O=C1O[C@H](CO)C[C@]1(O)CO
E_HOMO in eV: -10.1
Molar mass in g/mol: 162.141
Lowest unoccupied orbital energy in eV: 0.520